(1)
The following is a quantum chemistry calculation of C12H23EuN3O3 as an isolated structure at a distorted geometry, from OMol25.

Summary:
Multiplicity ... 8
Charge ... +2
E ... -42745.7857 eV
Expectation value of S² ... 15.759
Lowest unoccupied orbital energy (alpha / beta) ... -6.96 / -6.95 eV
Max |F| ... 2.56 eV Å⁻¹
HOMO (alpha / beta) ... -0.5379 / -0.5730 hartree

Positions of all 42 atoms, in Å:
Eu: 0.009 0.220 -0.724
O: -0.937 -0.462 -2.803
C: -0.632 -0.539 -4.027
O: 1.343 0.968 -2.504
C: 1.211 1.073 -3.752
O: 1.963 1.885 -4.462
N: 0.330 0.358 -4.542
C: 1.585 1.722 -5.882
C: 0.679 0.530 -5.949
H: 2.502 1.609 -6.468
H: 1.041 2.609 -6.217
H: 1.216 -0.357 -6.304
H: -0.195 0.661 -6.590
C: -1.182 -1.459 -4.987
C: -2.336 -2.156 -4.824
H: -0.585 -1.605 -5.895
H: -3.036 -1.978 -4.004
H: -2.609 -2.917 -5.567
C: 0.377 3.112 -0.210
N: 0.111 2.117 0.829
C: -1.176 2.381 1.501
C: 1.218 2.072 1.812
C: 1.079 0.848 2.703
N: 1.060 -0.401 1.888
C: 2.440 -0.820 1.575
C: 0.404 -1.466 2.659
H: 0.443 4.115 0.248
H: -0.432 3.104 -0.959
H: 1.325 2.874 -0.717
H: -1.409 1.586 2.219
H: -1.109 3.344 2.033
H: -1.986 2.432 0.759
H: 2.176 2.057 1.269
H: 1.160 2.980 2.431
H: 1.938 0.829 3.399
H: 0.149 0.904 3.290
H: 3.012 -1.013 2.501
H: 2.420 -1.746 0.987
H: 2.963 -0.048 1.000
H: 0.938 -1.649 3.610
H: -0.624 -1.159 2.888
H: 0.383 -2.391 2.076

Forces on atoms 1 to 2 (eV/Å):
0.163 -0.770 0.905
0.144 -0.465 -2.367

(2)
The following is a quantum chemistry calculation of one molecule with the formula C22H30N4O3S, from OMol25.

Summary:
Multiplicity ... 1
E ... -46240.6336 eV
Lowest unoccupied orbital energy ... 0.66 eV
Max |F| ... 0.89 eV Å⁻¹
Relative energy (zero: lowest compared OMol25 entry of this formula, charge and spin) ... 152.8 kJ/mol
HOMO ... -0.3039 hartree

Positions of all 60 atoms, in Å:
C: 2.801 -1.136 2.626
O: 2.817 0.118 1.991
C: 1.635 0.777 1.817
C: 0.393 0.295 2.206
C: -0.751 1.047 1.984
C: -0.673 2.287 1.374
C: -1.905 3.104 1.086
N: -2.078 3.259 -0.352
C: -3.124 4.162 -0.771
C: -2.792 4.599 -2.197
N: -2.553 3.437 -3.023
C: -2.146 2.237 -2.586
O: -1.887 1.325 -3.357
C: -2.120 2.016 -1.083
C: -3.317 1.068 -0.754
C: -2.805 -0.327 -0.431
O: -3.023 -0.877 0.630
N: -2.089 -0.874 -1.433
C: -1.274 -2.042 -1.218
C: 0.180 -1.640 -0.909
C: 1.006 -2.801 -0.506
N: 2.073 -3.196 -1.094
C: 2.641 -4.280 -0.501
C: 3.895 -4.859 -1.063
C: 1.977 -4.749 0.596
C: 2.340 -5.901 1.462
S: 0.571 -3.772 0.895
C: 0.576 2.762 0.983
C: 1.728 2.031 1.190
C: 3.073 2.535 0.766
H: 2.406 -1.068 3.645
H: 3.840 -1.461 2.662
H: 2.216 -1.868 2.060
H: 0.294 -0.670 2.679
H: -1.707 0.641 2.277
H: -1.783 4.111 1.499
H: -2.777 2.641 1.574
H: -4.126 3.702 -0.743
H: -3.132 5.037 -0.118
H: -1.896 5.230 -2.178
H: -3.618 5.174 -2.626
H: -2.547 3.568 -4.025
H: -1.187 1.489 -0.854
H: -3.867 1.438 0.111
H: -4.003 1.011 -1.602
H: -1.910 -0.316 -2.265
H: -1.697 -2.576 -0.363
H: -1.307 -2.683 -2.103
H: 0.638 -1.177 -1.785
H: 0.162 -0.908 -0.094
H: 4.682 -4.870 -0.311
H: 3.728 -5.883 -1.396
H: 4.214 -4.258 -1.909
H: 2.599 -6.765 0.851
H: 1.512 -6.164 2.115
H: 3.204 -5.656 2.082
H: 0.639 3.724 0.495
H: 3.532 1.831 0.074
H: 3.731 2.614 1.630
H: 2.990 3.507 0.288

Forces on atoms 1 to 2 (eV/Å):
0.010 -0.316 0.113
-0.158 0.494 -0.215

(3)
The following is a quantum chemistry calculation of one molecule with the formula C3H5BN2O2S at a distorted geometry, from OMol25.

Summary:
Multiplicity ... 1
E ... -21779.8535 eV
Lowest unoccupied orbital energy ... -0.08 eV
Max |F| ... 2.71 eV Å⁻¹
Relative energy (zero: lowest compared OMol25 entry of this formula, charge and spin) ... 173.2 kJ/mol
HOMO ... -0.3273 hartree

Positions of all 14 atoms, in Å:
O: -1.253 -0.427 -1.851
B: -1.041 0.071 -0.622
O: -1.659 1.191 -0.152
C: 0.276 -0.731 0.195
S: 0.580 -2.422 -0.387
N: 1.352 0.047 -0.308
C: 1.659 0.802 0.703
C: 0.943 0.406 1.862
N: 0.117 -0.540 1.585
H: -1.629 0.095 -2.625
H: -2.259 1.771 -0.594
H: -0.307 -2.440 -1.419
H: 2.375 1.559 0.747
H: 0.844 0.619 2.866

Forces on atoms 1 to 2 (eV/Å):
-0.587 0.167 -2.433
0.581 0.398 -0.108

(4)
The following is a quantum chemistry calculation of C33H81BF3N6O15S2 as an isolated structure at a distorted geometry, from OMol25.

Summary:
Multiplicity ... 1
Charge ... -1
E ... -105682.5522 eV
Lowest unoccupied orbital energy ... 1.58 eV
Max |F| ... 1.14 eV Å⁻¹
Relative energy (zero: lowest compared OMol25 entry of this formula, charge and spin) ... 0.0 kJ/mol
HOMO ... -0.2271 hartree

Positions of all 141 atoms, in Å:
C: 1.984 -6.535 8.772
C: 2.117 -5.097 8.232
B: 1.043 -4.010 8.565
O: 1.322 -2.659 8.446
S: -0.748 -4.374 9.109
O: -0.881 -5.747 9.579
O: -1.061 -3.326 10.076
N: -1.405 -4.174 7.645
S: -2.931 -4.344 7.325
O: -3.197 -3.873 5.980
O: -3.863 -4.049 8.385
C: -3.168 -6.173 7.103
F: -2.971 -6.886 8.199
F: -4.431 -6.400 6.697
F: -2.353 -6.667 6.159
H: 2.727 -7.186 8.283
H: 2.154 -6.584 9.856
H: 0.998 -6.959 8.549
H: 3.087 -4.697 8.590
H: 2.213 -5.108 7.146
H: 1.915 -2.328 9.137
C: 5.371 -0.390 3.218
O: 4.195 0.194 3.724
C: 3.131 0.328 2.787
C: 2.007 -0.650 3.037
N: 2.406 -2.016 2.721
C: 1.462 -3.047 3.151
C: 1.089 -3.112 4.628
O: 2.156 -3.530 5.469
C: 3.092 -2.524 5.782
H: 6.161 -0.209 3.947
H: 5.280 -1.473 3.072
H: 5.663 0.061 2.263
H: 3.509 0.225 1.763
H: 2.736 1.342 2.898
H: 1.168 -0.366 2.397
H: 1.686 -0.531 4.080
H: 3.309 -2.196 3.146
H: 1.885 -4.015 2.869
H: 0.546 -2.933 2.565
H: 0.298 -3.859 4.745
H: 0.670 -2.170 5.002
H: 2.611 -1.546 5.876
H: 3.898 -2.461 5.041
H: 3.536 -2.784 6.744
C: -0.764 -9.272 -0.380
O: -1.916 -8.532 -0.711
C: -2.975 -8.600 0.240
C: -3.135 -7.311 1.015
N: -2.029 -7.098 1.930
C: -1.978 -5.777 2.551
C: -1.882 -4.559 1.652
O: -0.641 -4.406 0.980
C: -0.473 -5.203 -0.170
H: -0.152 -9.334 -1.279
H: -0.169 -8.800 0.411
H: -1.020 -10.287 -0.057
H: -2.819 -9.442 0.923
H: -3.895 -8.785 -0.321
H: -4.062 -7.370 1.595
H: -3.256 -6.499 0.282
H: -1.156 -7.274 1.448
H: -1.115 -5.763 3.221
H: -2.856 -5.655 3.181
H: -1.977 -3.683 2.298
H: -2.705 -4.507 0.927
H: -1.414 -5.329 -0.716
H: -0.068 -6.193 0.064
H: 0.247 -4.701 -0.817
C: 0.353 1.487 -4.541
O: -0.903 1.023 -4.097
C: -1.123 -0.375 -4.251
C: -1.080 -1.102 -2.925
N: 0.267 -1.138 -2.381
C: 0.371 -1.594 -0.997
C: -0.385 -0.839 0.086
O: 0.119 0.458 0.366
C: -0.276 1.477 -0.524
H: 0.293 2.574 -4.600
H: 1.169 1.227 -3.857
H: 0.595 1.094 -5.534
H: -0.398 -0.801 -4.954
H: -2.121 -0.497 -4.683
H: -1.427 -2.129 -3.079
H: -1.802 -0.609 -2.258
H: 0.679 -0.217 -2.454
H: 1.429 -1.578 -0.723
H: 0.050 -2.638 -0.952
H: -0.261 -1.414 1.005
H: -1.464 -0.786 -0.107
H: -1.298 1.324 -0.886
H: 0.394 1.566 -1.386
H: -0.237 2.419 0.026
C: -1.899 7.023 -9.261
O: -0.841 6.325 -8.645
C: -0.671 6.583 -7.254
C: -1.109 5.399 -6.419
N: -2.555 5.224 -6.446
C: -3.023 3.971 -5.863
C: -2.517 2.654 -6.433
O: -3.008 2.327 -7.721
C: -2.361 2.969 -8.798
H: -1.764 6.930 -10.338
H: -2.885 6.617 -9.002
H: -1.886 8.085 -8.995
H: -1.202 7.494 -6.957
H: 0.396 6.748 -7.085
H: -0.791 5.572 -5.388
H: -0.568 4.518 -6.792
H: -2.884 5.291 -7.401
H: -4.114 3.962 -5.932
H: -2.774 3.983 -4.795
H: -2.878 1.866 -5.770
H: -1.422 2.592 -6.418
H: -1.292 3.108 -8.601
H: -2.801 3.945 -9.031
H: -2.477 2.331 -9.674
C: 1.380 7.080 0.642
O: 0.910 8.305 0.122
C: 1.911 9.265 -0.182
C: 2.092 9.437 -1.675
N: 2.708 8.265 -2.276
C: 2.698 8.229 -3.732
C: 1.362 8.288 -4.464
O: 0.561 7.129 -4.333
C: -0.173 7.031 -3.126
H: 0.520 6.554 1.052
H: 1.842 6.444 -0.123
H: 2.109 7.240 1.443
H: 2.859 8.997 0.295
H: 1.581 10.220 0.236
H: 2.739 10.303 -1.851
H: 1.106 9.672 -2.098
H: 2.253 7.433 -1.922
H: 3.196 7.306 -4.038
H: 3.316 9.057 -4.098
H: 1.587 8.367 -5.531
H: 0.777 9.179 -4.201
H: -0.509 8.012 -2.779
H: 0.398 6.546 -2.329
H: -1.049 6.414 -3.329

Forces on atoms 1 to 2 (eV/Å):
-0.039 -0.203 -0.375
0.481 -0.319 0.987